[1]
A molecular structure, C14H9Cl8NO7Ti at a distorted geometry. Source: the OMol25 dataset; level of theory: ωB97M-V with the def2-TZVPD basis set.

For the relative energy (zero: lowest compared OMol25 entry of this formula, charge and spin), the calculation gives 1.276 eV. For the HOMO energy, the calculation gives -9.40 eV. For the max |F|, the calculation gives 0.0432 hartree/bohr. As for the HOMO-LUMO gap: 7.9 eV.

Positions of all 40 atoms, in Å:
Ti 0.7165 -0.5276 -0.6047
O -3.6334 -0.4920 1.4236
C -3.3567 -0.6238 2.8007
C -2.0692 0.0275 3.3026
N -0.8427 -0.3550 2.5786
C -0.5196 -1.8124 2.4935
C -0.9184 -2.1763 1.0909
O -2.0133 -2.5763 0.7151
O 0.1215 -2.0533 0.2256
C 0.2627 0.6197 2.9325
C 1.5271 0.5377 2.1619
O 2.6452 0.4619 2.6307
O 1.2670 0.4770 0.8093
H -3.3754 -1.3959 1.0932
H -3.3359 -1.7319 3.0977
H -4.1755 -0.2427 3.3491
H -1.8992 -0.2305 4.3840
H -2.0865 1.1453 3.2807
H -1.0942 -2.3484 3.2819
H 0.5463 -2.0825 2.6023
H 0.5211 0.4476 3.9891
H -0.1542 1.6545 2.8028
Cl 2.8976 2.4988 -0.7544
C 2.9949 1.2540 -1.9314
C 2.1706 0.1296 -1.9162
C 2.3729 -0.8384 -2.9231
Cl 1.6707 -2.4612 -2.7213
C 3.1627 -0.6207 -4.0578
Cl 3.3091 -1.7640 -5.3267
C 3.9344 0.5422 -4.1229
Cl 4.7087 1.0219 -5.5872
C 3.9368 1.4188 -2.9956
Cl 4.9980 2.7298 -3.1137
Cl -2.5740 0.0337 -3.6918
C -2.4386 1.3955 -2.5723
Cl -3.9955 1.9873 -2.0605
Cl -1.5285 2.6964 -3.5443
C -1.5042 1.1827 -1.3223
O -1.4160 2.0354 -0.4765
O -0.8326 0.0354 -1.3230

[2]
C14H9ClN2O2 in the gas phase at a distorted geometry. Source: the OMol25 dataset; level of theory: ωB97M-V with the def2-TZVPD basis set.

For the relative energy (zero: lowest compared OMol25 entry of this formula, charge and spin), the calculation gives 0.042 eV. Its structure (SMILES) is O=C(Oc1cc(Cl)ccn1)c1cccc2cc[nH]c12. For the HOMO energy, the calculation gives -8.27 eV. For the max |F|, the calculation gives 0.0680 hartree/bohr. As for the HOMO-LUMO gap: 8.5 eV.

Positions of all 28 atoms, in Å:
O -0.3574 0.3029 1.2826
Cl 4.8989 0.8689 3.0101
N 1.5390 3.1528 0.9945
O 0.9751 1.2861 -0.2675
C -0.0392 0.4841 0.1045
C -3.2291 -3.0216 -0.9398
C -3.2973 -2.6739 0.4113
C 2.2845 3.7180 1.9641
C 1.7132 1.8550 0.7255
C -1.0060 -1.0603 -3.2564
C 3.2760 3.0168 2.6632
C 2.7657 1.1215 1.3162
C -0.3767 -0.2662 -2.2704
C -1.9399 -2.0398 -2.9273
C 3.5630 1.6950 2.2988
C -0.7289 -0.3542 -0.9218
C -2.2969 -2.1120 -1.5820
C -1.7271 -1.2978 -0.5941
N -2.3951 -1.6223 0.5965
H -3.8449 -3.7974 -1.3841
H -3.7962 -3.2338 1.1824
H 2.1281 4.7408 2.2577
H -0.7458 -0.9284 -4.2987
H 3.8570 3.4962 3.4566
H 2.9699 0.1055 0.9622
H 0.4023 0.4051 -2.5772
H -2.4226 -2.6136 -3.7173
H -2.1697 -1.2275 1.5105

[3]
C14H9F2NS in the gas phase at a distorted geometry. Source: the OMol25 dataset; level of theory: ωB97M-V with the def2-TZVPD basis set.

Its structure (SMILES) is N#CSC(c1ccc(F)cc1)c1ccc(F)cc1. For the HOMO energy, the calculation gives -8.48 eV. For the max |F|, the calculation gives 0.1123 hartree/bohr. As for the HOMO-LUMO gap: 7.0 eV.

Positions of all 27 atoms, in Å:
S -0.0703 1.0419 -2.5727
C -1.5409 1.9509 -2.7146
N -2.6157 2.3206 -2.3771
F -3.8893 -3.5880 0.4994
C -2.9319 -2.6724 0.2090
C -3.0975 -1.8272 -0.8802
C -2.0944 -0.8976 -1.0744
C -0.9976 -0.6544 -0.1817
C -0.1435 0.4477 -0.4011
C 1.1262 0.8113 0.1844
C 1.8739 1.8270 -0.4260
C 3.1103 2.2210 0.0524
C 3.5960 1.5585 1.1758
F 4.7710 1.9680 1.7298
C 2.8994 0.5509 1.8100
C 1.6628 0.1817 1.3235
C -0.8691 -1.6450 0.8408
C -1.8428 -2.5994 1.0593
H -3.9610 -1.9146 -1.5473
H -2.1395 -0.3061 -1.9903
H -0.7184 1.4202 -0.8036
H 1.4587 2.2769 -1.3367
H 3.6859 3.0041 -0.4350
H 3.2887 0.0481 2.6579
H 1.1350 -0.5828 1.8628
H 0.0108 -1.6661 1.4526
H -1.7069 -3.2751 1.8828

[4]
C15H10Br3NO2 in the gas phase at a distorted geometry. Source: the OMol25 dataset; level of theory: ωB97M-V with the def2-TZVPD basis set.

For the relative energy (zero: lowest compared OMol25 entry of this formula, charge and spin), the calculation gives 1.678 eV. Its structure (SMILES) is Cc1c(/N=C/c2cc(Br)cc(Br)c2Br)cccc1C(=O)O. For the HOMO energy, the calculation gives -9.02 eV. For the max |F|, the calculation gives 0.1326 hartree/bohr. As for the HOMO-LUMO gap: 8.2 eV.

Positions of all 31 atoms, in Å:
O 1.2693 -3.9176 4.5594
Br 0.2985 4.2447 -3.1745
Br -3.9863 1.4650 -5.2935
Br -4.1318 -0.6192 -2.4585
N -0.5380 -0.4444 0.1077
O 2.2952 -1.9329 4.2286
C 1.2690 -2.7646 4.0924
C -1.5854 -0.3539 -0.7109
C -2.1869 -1.6475 3.2806
C -1.6555 2.3762 -4.0867
C -2.0661 -1.0657 2.0090
C -1.1368 -2.3209 3.8766
C -0.6391 1.6803 -2.0604
C -0.8163 2.6839 -3.0681
C -2.6327 1.4591 -3.8901
C -2.6696 0.5925 -2.7444
C -0.7909 -1.1169 1.3976
C 0.1437 -2.2781 3.3129
C -1.5989 0.6078 -1.8947
C 0.3718 -1.7426 2.0482
C 1.7946 -1.6621 1.4421
H 2.0177 -1.0591 3.8561
H -2.4369 -0.9483 -0.5004
H -3.1894 -1.6940 3.8189
H -1.6141 3.0830 -4.9449
H -2.9027 -0.3756 1.6950
H -1.1405 -2.8450 4.7939
H 0.1852 1.8039 -1.3664
H 1.7690 -1.5148 0.2615
H 2.4463 -2.6031 1.6124
H 2.0893 -0.8159 1.8452